Here is C26H46BCs2F9LiN4NaO12P3 as an isolated structure in a non-equilibrium geometry from the Open Molecules 2025 dataset. Energies are from ωB97M-V/def2-TZVPD.

XYZ file:
```
105
Properties=species:S:1:pos:R:3:forces:R:3
C -0.302985 0.593124 7.371750 1.479 1.917 -0.650
C 0.142836 -0.156308 5.969392 -0.048 1.024 1.571
O -0.428131 0.467269 4.792863 -1.523 -2.154 -0.607
P -1.583675 -0.511816 4.054133 -1.508 0.005 1.429
O -2.500926 -1.138676 5.100834 1.183 0.782 -2.496
C -0.898790 -1.864249 3.079142 1.174 1.221 -0.696
C 0.215399 -1.423292 2.062024 -0.925 -0.644 0.185
C -0.137855 -1.755401 0.601687 0.597 -0.644 0.347
C 1.149187 -1.612783 -0.227758 0.478 0.703 0.231
C 1.221159 -0.496900 -1.302048 0.077 -0.414 1.366
C 2.706173 -0.652618 -1.638988 -1.007 -1.972 -1.718
P 3.304216 -0.082019 -3.316326 -0.021 -0.169 -0.598
C 5.108972 0.239490 -3.059994 0.015 0.123 0.460
C 2.648109 1.583282 -3.786670 0.596 0.328 0.034
C 2.687021 -2.231926 -1.803616 -1.163 2.814 1.169
O 3.312974 -2.847612 -2.578408 1.382 -2.035 -1.050
N 1.723376 -2.794732 -0.869305 0.436 -0.215 -0.158
O -2.434645 0.470307 3.133775 1.155 -0.292 0.790
C -3.360665 1.231834 3.986587 -0.820 0.862 -0.695
C -3.766516 2.528124 3.313313 -0.037 -0.070 0.046
H 0.524706 0.385600 8.107557 -0.888 0.120 -0.545
H -0.355968 1.702109 7.229361 0.258 -0.919 -0.098
H -1.312450 0.183597 7.778633 5.965 8.158 0.417
H -0.100972 -1.260265 6.052552 1.012 1.333 -0.784
H 1.220805 -0.036154 5.909142 -0.034 -0.170 -0.153
H -1.705296 -2.405584 2.590294 -0.220 0.139 0.144
H -0.460162 -2.564091 3.799437 -0.657 0.195 0.498
H 0.494891 -0.379277 2.199512 0.227 -0.069 -0.022
H 1.092581 -2.029116 2.317413 0.534 0.493 -0.281
H -0.455745 -2.805408 0.624437 -0.218 0.095 -0.396
H -0.958615 -1.127476 0.253180 0.006 -0.029 -0.083
H 1.927816 -1.298069 0.485728 -0.315 0.328 0.112
H 0.566515 -0.670449 -2.161463 -0.097 -0.100 0.083
H 0.926086 0.386701 -0.735982 0.403 0.535 -0.651
H 3.271640 -0.351297 -0.760366 0.371 0.157 -0.253
H 5.561807 -0.578683 -2.493098 -0.227 -0.173 -0.127
H 5.651486 0.314468 -4.006064 -0.221 -0.012 -0.069
H 5.278165 1.142235 -2.473567 -0.259 0.056 -0.033
H 1.557078 1.629909 -3.772710 0.027 -0.086 0.288
H 2.943374 1.734420 -4.837251 -0.009 -0.243 0.049
H 3.114398 2.394600 -3.228049 -0.320 -0.087 0.335
H 2.358722 -3.275800 -0.232090 -0.477 -0.445 0.060
H -4.249897 0.620205 4.120560 0.168 -0.160 0.289
H -2.897495 1.489135 4.938659 0.087 -0.294 0.024
H -4.331431 2.366450 2.395653 0.244 -0.109 -0.124
H -4.452383 3.045767 3.989493 0.114 0.009 0.082
H -2.906535 3.171665 3.132777 -0.048 -0.011 -0.117
C 2.097733 0.542520 -9.525713 -0.014 0.417 -0.095
C 2.146677 1.007583 -8.081164 -0.147 -0.448 -0.012
O 2.755174 2.289703 -7.916540 0.462 0.248 -0.203
C 2.137260 3.364784 -8.545144 -0.143 -0.207 0.516
C 0.720640 3.635877 -8.074546 -0.203 0.012 -0.225
H 3.088421 0.601165 -9.982972 0.030 -0.128 0.054
H 1.747562 -0.486699 -9.578816 0.020 0.001 0.018
H 1.419164 1.154989 -10.127783 -0.080 -0.106 -0.013
H 2.754374 0.316156 -7.500488 0.078 0.198 0.127
H 1.151632 0.998373 -7.630076 0.001 0.061 -0.004
H 2.166828 3.228320 -9.646060 -0.632 -0.542 -0.003
H 2.757458 4.243682 -8.313921 0.084 0.004 0.344
H 0.045024 2.832873 -8.366669 0.017 0.013 -0.052
H 0.339823 4.564654 -8.505871 -0.014 0.004 0.040
H 0.694748 3.712632 -6.988575 0.125 0.045 -0.007
F -4.194943 -5.585284 3.055030 -0.711 -0.842 0.505
P -2.572028 -5.871746 3.134538 1.258 1.338 0.870
F -2.647391 -4.352064 2.518268 0.747 0.050 -0.583
F -1.530615 -5.244171 4.244483 0.320 1.301 0.005
F -2.907405 -7.245135 2.292178 1.041 0.146 0.043
F -2.909929 -6.757035 4.456565 -0.366 -0.927 -0.497
F -1.243127 -6.061181 2.201659 0.611 0.325 0.485
Na 3.284438 4.565832 -10.443278 0.468 0.368 -0.306
B 4.812633 -4.459386 4.666571 1.147 -1.432 0.239
O 4.939194 -3.850834 3.311036 -0.582 0.476 0.330
C 4.175847 -2.783299 3.258513 1.015 -0.208 -1.285
O 4.027769 -2.061518 2.308957 -0.535 0.024 0.133
C 3.482864 -2.614850 4.599269 -0.192 0.001 1.285
O 2.679815 -1.740742 4.881930 -0.662 -0.306 -0.439
O 3.842762 -3.575143 5.399211 -0.383 0.505 -0.327
F 6.025249 -4.472575 5.314394 -0.212 0.195 -0.039
F 4.284413 -5.741367 4.569222 -0.275 0.335 -0.061
C -9.969380 1.729971 0.808509 -0.013 -0.003 -0.022
C -9.263256 0.593230 1.178452 -0.051 0.128 -0.011
C -8.480872 0.603910 2.321183 0.080 -0.273 -0.036
C -8.419318 1.757218 3.083571 -0.182 -0.022 -0.244
C -9.112034 2.899696 2.723425 -0.066 0.277 0.071
C -9.890405 2.882659 1.577936 0.013 -0.128 -0.059
N -7.609800 1.766163 4.308646 0.079 0.038 0.144
O -6.994001 0.752418 4.591353 0.009 0.094 -0.066
O -7.599454 2.782899 4.973475 0.049 -0.107 -0.081
H -10.584272 1.717100 -0.082131 0.013 0.003 0.008
H -9.325413 -0.303080 0.576469 0.022 -0.003 0.022
H -7.932548 -0.282020 2.606607 0.038 0.085 0.132
H -9.054932 3.797304 3.321841 0.086 -0.090 0.098
H -10.439096 3.767651 1.286273 0.018 0.008 0.030
C 6.602170 3.760279 -3.871334 -0.155 -0.106 0.081
O 5.498861 3.329615 -3.618523 -0.039 0.182 0.007
N 6.985298 3.990336 -5.170403 0.273 0.205 -0.237
N 7.535272 4.043674 -2.914968 0.019 0.056 0.065
H 7.879128 4.348779 -5.447349 0.022 -0.037 0.068
H 6.300669 3.778862 -5.867809 -0.029 -0.081 -0.031
H 7.272484 3.878510 -1.959804 -0.036 -0.048 -0.032
H 8.450571 4.397935 -3.115235 -0.011 -0.032 -0.034
Cs -4.945998 -8.126456 1.627640 -2.625 -1.158 -0.807
F 3.249393 1.435529 -0.966947 0.166 1.393 0.660
Cs -1.950186 -1.255863 7.443306 -7.249 -11.157 1.818
Li 1.116707 -3.532725 3.495480 0.346 -0.028 0.009
```
Forces are in eV/Å.

Results
E_HOMO, eV: -6.29
Net charge: +1
Lowest unoccupied orbital energy, eV: -4.29
Kohn-Sham gap, hartree: 0.07357

=====

Here is C26H46O2P2Sm as an isolated structure in a non-equilibrium geometry from the Open Molecules 2025 dataset. Energies are from ωB97M-V/def2-TZVPD.

XYZ file:
```
77
Properties=species:S:1:pos:R:3:forces:R:3
Sm -0.766274 1.197723 3.189430 -2.574 -3.789 -2.912
C 0.810268 0.539064 5.113277 -0.139 0.692 0.143
C 1.680979 0.925479 4.056406 -0.453 0.476 -0.212
C 0.246637 2.724910 4.485986 1.428 -1.036 0.531
C -0.083360 1.620914 5.381806 1.244 0.172 -0.492
C 1.342491 2.248897 3.643460 0.075 0.155 1.055
C 0.770848 -0.823400 5.717836 0.082 -0.561 0.218
H 1.505533 -1.457227 5.219002 -0.150 -0.008 0.182
H -0.190977 -1.326315 5.573305 0.145 0.142 0.106
H 1.008809 -0.855763 6.790799 -0.092 0.300 -0.269
C -1.405251 1.415615 6.019496 -0.397 0.295 0.782
H -1.359125 0.535428 6.676066 -0.175 0.333 -0.171
H -2.235905 1.209439 5.295494 0.301 0.121 0.215
H -1.705802 2.294802 6.602306 -0.073 -0.258 -0.060
C -0.816349 3.668492 4.037816 0.295 0.819 0.382
H -1.150207 4.195188 4.943786 -0.257 0.238 -0.702
H -1.775942 3.216333 3.587244 0.621 0.198 0.495
H -0.423516 4.323981 3.248708 -0.303 0.206 0.475
C 1.906715 2.875126 2.408619 0.330 0.260 -0.333
H 2.672823 3.634282 2.633587 -0.351 -0.143 -0.043
H 1.154529 3.350705 1.764244 -0.035 0.151 0.159
H 2.392769 2.126341 1.770498 -0.062 0.081 0.253
C 2.623947 -0.000672 3.349501 0.603 -0.439 -0.132
H 3.688739 0.188268 3.570123 -0.423 0.184 -0.055
H 2.511072 -0.017505 2.254594 -0.044 0.359 0.303
H 2.449459 -1.039845 3.635069 -0.050 0.170 0.100
C -0.148672 -2.623801 0.444968 -0.115 -0.041 0.678
C 0.916986 -3.004612 1.160621 0.032 0.051 0.310
C 2.377121 -2.794059 0.852614 -0.120 -0.457 -0.592
C 2.637455 -1.995724 -0.447889 0.691 -0.615 0.445
C 2.196753 -0.563936 -0.404678 -0.373 0.600 0.036
C 1.043317 0.002044 -0.801773 0.282 0.462 0.545
C -0.277719 -0.620213 -1.111472 -0.133 -1.271 -0.542
C -0.256713 -2.175987 -0.984596 -0.337 0.658 -0.095
H 2.875014 -3.786309 0.797189 -0.083 0.568 -0.022
H 2.260127 -2.549855 -1.314084 0.208 0.296 0.290
H 2.856855 -2.254611 1.693011 -0.267 -0.330 -0.246
H 0.494206 -2.629459 -1.641476 -0.421 0.189 0.475
H -1.103351 -2.593738 0.995009 0.318 -0.564 -0.329
H 0.735531 -3.532967 2.107580 -0.104 0.707 -0.151
H -1.227492 -2.530243 -1.348731 0.137 -0.060 0.001
H -1.045210 -0.274424 -0.388939 0.286 0.141 -0.224
H 1.025055 1.093343 -0.856750 0.076 -0.032 0.285
H -0.652145 -0.327281 -2.122756 0.373 0.023 0.853
H 3.730196 -1.959685 -0.550156 -0.175 -0.083 -0.198
H 2.962130 0.109143 0.023598 -0.286 -0.165 -0.661
P -0.842279 -0.516637 -4.404402 0.204 -0.568 -1.185
P -0.663837 2.192363 -5.727774 -0.136 0.183 -1.595
C -0.939643 -0.551008 -6.291678 -0.005 -0.029 0.363
C -1.316993 0.806037 -6.846535 -0.042 0.753 0.553
H -1.687266 -1.299679 -6.581075 0.320 -0.040 -0.027
H 0.038047 -0.868683 -6.675032 -0.196 0.060 0.097
H -0.911095 0.956340 -7.858983 -0.348 0.031 0.234
H -2.408282 0.934555 -6.859759 0.189 -0.072 -0.149
C -1.436798 3.535604 -6.726514 -0.008 0.219 0.071
H -1.078728 4.504728 -6.361299 -0.083 -0.083 -0.193
H -2.522159 3.499993 -6.578568 0.153 0.066 -0.087
H -1.206171 3.423567 -7.796080 -0.104 0.134 0.261
C 1.003160 2.257151 -6.540319 0.128 0.104 0.342
H 0.903255 2.207417 -7.636001 0.101 0.049 0.362
H 1.623577 1.425961 -6.184394 -0.034 0.130 -0.130
H 1.497637 3.193028 -6.249680 0.000 -0.211 -0.146
C -2.378704 -1.487359 -4.142016 -0.039 -0.231 0.280
H -2.482662 -1.765708 -3.088143 -0.105 -0.021 -0.154
H -2.372834 -2.388837 -4.767442 -0.121 0.112 0.207
H -3.234882 -0.855734 -4.414757 0.181 -0.170 0.045
C 0.485385 -1.790163 -4.325533 -0.041 -0.250 0.298
H 1.385100 -1.381276 -4.806684 -0.273 -0.117 0.088
H 0.164443 -2.703717 -4.843046 0.243 0.081 0.119
H 0.736335 -2.014741 -3.284737 0.037 -0.029 -0.426
C -3.111974 -2.017528 4.999780 -0.327 -0.563 0.225
C -2.048046 -1.746295 3.987421 0.748 -0.991 -0.935
O -1.189211 -2.562744 3.616256 -1.498 1.849 0.796
O -2.162775 -0.504476 3.529204 1.335 0.542 -0.383
H -3.350614 -3.079417 5.019353 0.000 0.034 0.095
H -4.006162 -1.425328 4.780951 0.217 -0.161 0.088
H -2.738148 -1.735305 5.987701 -0.036 -0.004 0.011
```
Forces are in eV/Å.

Results
Spin multiplicity: 6
E_HOMO (alpha / beta), eV: -9.35 / -9.35
Net charge: +1
Lowest unoccupied orbital energy (alpha / beta), eV: -4.22 / -3.72
Kohn-Sham gap (alpha / beta), hartree: 0.18850 / 0.20663

=====

What is the net charge in the second record?
+1

=====

What is the formula in the second record?
C26H46O2P2Sm